No. 1
{
  "formula": "C33H61Br2FNO10PS2",
  "method": "ωB97M-V with the def2-TZVPD basis set",
  "e_tot_ha": -8486.5828,
  "smiles": "CCCCCCCCCCCCCCCC[C@@]1(C[C@@H](C)Br)[C@](ON=O)([PH2]=S)[C@@](Br)(CC(=O)F)COS1(=O)=O.CCOC(C)=O.CCOC(C)=O",
  "relative_energy_ev": 2.317,
  "charge": 0,
  "elements": ["C", "C", "C", "C", "C", "C", "C", "C", "C", "C", "C", "C", "C", "C", "C", "C", "C", "C", "C", "C", "Br", "C", "O", "N", "O", "P", "S", "C", "Br", "C", "C", "O", "F", "C", "O", "S", "O", "O", "H", "H", "H", "H", "H", "H", "H", "H", "H", "H", "H", "H", "H", "H", "H", "H", "H", "H", "H", "H", "H", "H", "H", "H", "H", "H", "H", "H", "H", "H", "H", "H", "H", "H", "H", "H", "H", "H", "H", "H", "H", "H", "H", "H", "H", "C", "C", "O", "C", "C", "O", "H", "H", "H", "H", "H", "H", "H", "H", "C", "C", "O", "C", "C", "O", "H", "H", "H", "H", "H", "H", "H", "H"],
  "xyz": [[4.62, 0.36, -0.40], [3.13, 0.33, 0.11], [2.49, 1.79, 0.22], [2.37, 2.50, -1.19], [0.86, 2.65, -1.58], [0.33, 4.09, -1.28], [-0.82, 4.18, -0.22], [-1.98, 3.14, -0.39], [-3.38, 3.75, -0.03], [-4.32, 2.63, 0.58], [-5.84, 2.86, 0.23], [-6.47, 1.56, -0.39], [-6.66, 0.42, 0.67], [-6.53, -1.04, 0.10], [-5.02, -1.43, -0.14], [-5.00, -2.82, -0.83], [-3.61, -3.34, -1.42], [-3.70, -4.91, -1.12], [-3.23, -5.35, 0.30], [-4.01, -6.67, 0.63], [-1.33, -5.83, 0.42], [-3.53, -3.09, -3.03], [-3.83, -1.70, -3.20], [-5.13, -1.45, -3.62], [-5.52, -0.44, -3.19], [-4.76, -4.30, -3.83], [-5.34, -3.96, -5.65], [-2.02, -3.26, -3.56], [-1.91, -4.54, -5.09], [-1.53, -1.91, -4.18], [-0.12, -2.06, -4.84], [-0.01, -2.13, -5.97], [1.01, -2.12, -4.08], [-1.03, -3.87, -2.54], [-0.83, -3.17, -1.30], [-2.17, -2.52, -0.67], [-2.19, -2.54, 0.77], [-2.08, -1.12, -1.03], [5.17, 1.12, 0.20], [5.07, -0.64, -0.27], [4.63, 0.61, -1.48], [3.13, -0.15, 1.12], [2.54, -0.34, -0.54], [1.49, 1.65, 0.67], [3.14, 2.44, 0.84], [2.89, 1.85, -1.91], [2.91, 3.47, -1.21], [0.28, 1.84, -1.08], [0.75, 2.49, -2.68], [1.18, 4.67, -0.86], [0.06, 4.60, -2.23], [-1.22, 5.22, -0.28], [-0.34, 4.10, 0.77], [-1.80, 2.33, 0.35], [-1.94, 2.70, -1.41], [-3.27, 4.52, 0.76], [-3.86, 4.19, -0.92], [-4.22, 2.59, 1.68], [-3.99, 1.67, 0.13], [-6.43, 3.22, 1.10], [-5.88, 3.62, -0.58], [-5.77, 1.21, -1.16], [-7.46, 1.78, -0.84], [-5.98, 0.57, 1.53], [-7.70, 0.50, 1.07], [-7.13, -1.15, -0.82], [-6.90, -1.69, 0.93], [-4.60, -0.61, -0.74], [-4.55, -1.41, 0.86], [-5.79, -2.81, -1.61], [-5.35, -3.55, -0.06], [-3.16, -5.53, -1.86], [-4.76, -5.20, -1.18], [-3.54, -4.63, 1.08], [-5.10, -6.57, 0.47], [-3.83, -7.01, 1.67], [-3.66, -7.48, -0.05], [-5.92, -4.39, -3.01], [-4.18, -5.59, -3.78], [-1.41, -1.11, -3.42], [-2.16, -1.59, -5.03], [-1.25, -4.93, -2.29], [-0.03, -3.93, -3.02], [9.39, 4.17, 1.92], [8.10, 3.39, 1.91], [8.07, 2.43, 0.84], [8.61, 1.20, 0.91], [9.52, 0.87, 2.06], [8.40, 0.41, 0.03], [10.26, 3.52, 2.08], [9.38, 4.92, 2.70], [9.54, 4.66, 0.96], [7.89, 2.90, 2.87], [7.27, 4.07, 1.73], [10.56, 1.04, 1.76], [9.39, -0.18, 2.32], [9.32, 1.44, 2.97], [3.11, 1.94, 3.88], [4.42, 1.39, 3.37], [5.53, 1.93, 4.10], [5.98, 1.44, 5.26], [5.14, 0.44, 6.02], [7.01, 1.86, 5.72], [2.94, 1.68, 4.93], [2.28, 1.56, 3.29], [3.11, 3.03, 3.83], [4.44, 0.29, 3.38], [4.55, 1.69, 2.33], [4.54, 0.97, 6.75], [5.81, -0.24, 6.54], [4.50, -0.16, 5.39]]
}

***

No. 2
{
  "formula": "C33H61FInO12",
  "method": "ωB97M-V with the def2-TZVPD basis set",
  "e_tot_ha": -2486.7081,
  "charge": -1,
  "elements": ["C", "O", "C", "C", "C", "C", "In", "F", "C", "O", "C", "C", "C", "C", "C", "C", "C", "H", "H", "H", "H", "H", "H", "H", "H", "H", "H", "H", "H", "H", "H", "H", "H", "H", "H", "H", "H", "H", "O", "C", "O", "C", "C", "C", "H", "H", "H", "H", "H", "H", "H", "H", "O", "C", "O", "C", "C", "C", "H", "H", "H", "H", "H", "H", "H", "H", "O", "C", "O", "C", "C", "C", "H", "H", "H", "H", "H", "H", "H", "H", "O", "C", "O", "C", "C", "C", "H", "H", "H", "H", "H", "H", "H", "H", "O", "C", "O", "C", "C", "C", "H", "H", "H", "H", "H", "H", "H", "H"],
  "xyz": [[-1.07, -3.76, 4.13], [-0.69, -2.55, 4.84], [-0.16, -1.54, 3.93], [-1.39, -0.81, 3.21], [-1.16, -0.46, 1.66], [0.02, 0.59, 1.37], [0.92, 0.26, -0.72], [-0.49, 0.83, -2.22], [2.79, 1.56, -0.98], [2.99, 2.53, 0.09], [4.34, 3.04, -0.12], [1.65, -1.89, -1.01], [2.39, -2.39, -2.28], [2.83, -3.89, -2.29], [2.60, -4.88, -1.13], [1.85, -4.38, 0.13], [1.40, -2.89, 0.14], [-0.75, -3.74, 3.04], [-0.69, -4.72, 4.63], [-2.22, -3.85, 4.12], [0.45, -0.80, 4.56], [0.58, -2.05, 3.22], [-2.33, -1.47, 3.27], [-1.63, 0.14, 3.81], [-1.03, -1.39, 0.99], [-2.13, 0.04, 1.29], [-0.48, 1.63, 1.29], [0.82, 0.66, 2.18], [2.75, 2.10, -1.99], [3.71, 0.85, -0.94], [4.53, 4.05, 0.37], [4.54, 3.13, -1.25], [5.11, 2.26, 0.26], [2.60, -1.67, -3.15], [3.37, -4.29, -3.21], [2.96, -5.96, -1.14], [1.65, -5.04, 1.04], [0.85, -2.51, 1.06], [-0.28, -6.33, 5.80], [-0.37, -6.60, 6.98], [-1.38, -6.08, 7.71], [-1.70, -6.49, 9.05], [-0.88, -5.72, 10.06], [0.68, -7.42, 7.67], [-1.60, -7.57, 9.16], [-2.76, -6.26, 9.19], [0.19, -5.91, 9.94], [-1.17, -5.99, 11.08], [-1.02, -4.64, 9.93], [1.49, -6.76, 7.99], [1.07, -8.15, 6.95], [0.31, -7.99, 8.51], [6.48, 0.30, -1.71], [7.49, 0.52, -1.07], [7.86, 1.78, -0.79], [8.91, 2.14, 0.12], [10.25, 2.16, -0.57], [8.40, -0.61, -0.67], [8.90, 1.49, 1.00], [8.67, 3.15, 0.48], [10.52, 1.17, -0.95], [11.04, 2.49, 0.11], [10.23, 2.83, -1.44], [9.10, -0.82, -1.49], [7.79, -1.49, -0.48], [8.96, -0.42, 0.24], [-5.24, 3.61, -2.52], [-4.09, 3.69, -2.92], [-3.62, 4.87, -3.36], [-2.24, 5.13, -3.65], [-1.89, 4.73, -5.07], [-3.21, 2.48, -3.01], [-1.59, 4.67, -2.91], [-2.10, 6.21, -3.54], [-2.03, 3.65, -5.22], [-0.86, 4.98, -5.30], [-2.55, 5.23, -5.78], [-3.39, 1.98, -3.97], [-3.48, 1.80, -2.20], [-2.15, 2.70, -2.89], [-1.20, -3.89, -7.84], [-1.47, -3.63, -6.69], [-1.86, -2.40, -6.35], [-2.41, -2.05, -5.06], [-1.31, -1.72, -4.08], [-1.28, -4.66, -5.61], [-3.08, -2.83, -4.70], [-3.02, -1.16, -5.22], [-0.66, -2.58, -3.90], [-1.73, -1.40, -3.12], [-0.67, -0.92, -4.47], [-0.25, -4.63, -5.26], [-1.49, -5.65, -6.03], [-1.97, -4.55, -4.77], [-7.38, 10.39, -1.19], [-7.18, 9.20, -1.12], [-6.34, 8.60, -1.97], [-5.88, 7.24, -1.84], [-6.84, 6.27, -2.48], [-7.94, 8.35, -0.14], [-5.67, 7.00, -0.80], [-4.92, 7.19, -2.37], [-7.82, 6.30, -1.99], [-6.46, 5.25, -2.43], [-7.01, 6.54, -3.53], [-8.89, 8.05, -0.58], [-8.13, 8.95, 0.76], [-7.40, 7.47, 0.20]]
}

***

| no. | LUMO level (hartree) | largest force on an atom (eV/A) | highest occupied orbital energy (eV) |
| --- | --- | --- | --- |
| 1 | -0.0232 | 4.4 | -9.04 |
| 2 | 0.0683 | 4.8 | -4.98 |